{"formula": "C5H9NO", "method": "ωB97M-V/def2-TZVPD", "species": ["O", "C", "C", "C", "C", "N", "C", "H", "H", "H", "H", "H", "H", "H", "H", "H"], "positions_angstrom": [[-2.185816, -0.757039, 1.187423], [-1.370921, -0.761070, 0.041429], [-0.936607, 0.628840, -0.494506], [0.510604, 0.276699, -0.154160], [1.771240, 0.746396, -0.755766], [1.377210, 1.174680, 0.591204], [0.120051, -1.141230, 0.266289], [-1.801017, -0.137378, 1.821719], [-1.891031, -1.388472, -0.685742], [-1.338440, 1.475697, 0.070928], [-1.130851, 0.788136, -1.560156], [1.756422, 1.534484, -1.505963], [2.587939, 0.032632, -0.861823], [1.905601, 0.656629, 1.290134], [0.490622, -1.933168, -0.392128], [0.348479, -1.410646, 1.304669]], "forces_ev_per_a": [[0.068, 0.164, 0.220], [0.027, -0.127, -0.315], [0.009, 0.123, -0.048], [-0.005, -0.047, -0.078], [0.097, -0.043, -0.295], [0.071, -0.006, 0.278], [0.044, -0.102, 0.063], [-0.122, -0.109, -0.045], [0.086, 0.080, 0.087], [0.033, -0.111, -0.050], [0.024, -0.037, 0.161], [-0.021, -0.122, 0.111], [-0.156, 0.103, 0.050], [-0.075, 0.057, -0.080], [-0.049, 0.109, 0.079], [-0.030, 0.070, -0.135]], "total_charge": 0, "e_homo_ev": -9.54, "energy_ha": -325.8401, "e_above_lowest_ev": 2.651, "lumo_ev": 1.01, "smiles": "O[C@H]1C[C@]2(CN2)C1"}